Record 1
Entry from the Open Molecules 2025 dataset: a cluster of 9 separate species, C18H36O36S9 in total in a non-equilibrium geometry (ωB97M-V with the def2-TZVPD basis set).

Each atom is followed by the atoms it is bonded to, with distances in Å.
Positions of all 99 atoms, in Å:
1 S -30.38 8.16 -10.62  O18 1.446, O36 1.598, O38 1.465, O39 1.605
2 S -35.85 17.38 -22.66  O29 1.700, O30 1.443, O35 1.671, O42 1.455
3 S -27.35 15.30 -19.34  O27 1.484, O28 1.479, O40 1.682, O45 1.663
4 S -27.83 20.20 -27.53  O11 1.648, O19 1.420, O37 1.728, O43 1.451
5 S -20.31 15.33 -16.34  O12 1.469, O14 1.698, O16 1.438, O23 1.746
6 S -33.08 16.57 -14.26  O10 1.478, O13 1.671, O17 1.515, O24 1.694
7 S -26.23 24.31 -18.67  O22 1.646, O26 1.439, O31 1.410, O33 1.629
8 S -26.36 14.84 -9.37  O20 1.431, O21 1.455, O32 1.667, O41 1.649
9 S -19.61 19.26 -25.12  O15 1.599, O25 1.491, O34 1.664, O44 1.442
10 O -32.83 15.33 -15.02  S6 1.478
11 O -29.11 21.17 -27.92  S4 1.648, C46 1.439
12 O -20.87 14.88 -15.05  S5 1.469
13 O -34.70 16.47 -13.86  S6 1.671, C63 1.379
14 O -18.68 14.86 -16.44  S5 1.698, C49 1.421
15 O -20.89 19.79 -24.33  S9 1.599, C59 1.409
16 O -20.60 16.57 -16.99  S5 1.438
17 O -32.74 17.91 -14.87  S6 1.515
18 O -29.40 8.35 -11.66  S1 1.446
19 O -27.96 19.75 -26.19  S4 1.420
20 O -26.23 16.21 -9.76  S8 1.431
21 O -27.28 13.89 -9.98  S8 1.455
22 O -27.60 23.40 -18.82  S7 1.646, C60 1.403
23 O -20.55 14.16 -17.61  S5 1.746, C50 1.378
24 O -32.66 16.48 -12.62  S6 1.694, C57 1.429
25 O -19.87 19.12 -26.59  S9 1.491
26 O -26.07 24.85 -17.34  S7 1.439
27 O -28.42 15.75 -20.26  S3 1.484
28 O -25.91 15.52 -19.62  S3 1.479
29 O -34.69 17.45 -23.90  S2 1.700, C55 1.410
30 O -36.77 18.49 -22.79  S2 1.443
31 O -26.20 25.30 -19.67  S7 1.410
32 O -24.78 14.30 -9.30  S8 1.667, C47 1.453
33 O -25.30 22.99 -18.85  S7 1.629, C53 1.403
34 O -19.66 17.76 -24.41  S9 1.664, C52 1.408
35 O -34.70 17.82 -21.53  S2 1.671, C54 1.493
36 O -30.43 6.65 -10.10  S1 1.598, C56 1.387
37 O -26.75 21.54 -27.65  S4 1.728, C58 1.421
38 O -31.74 8.71 -10.72  S1 1.465
39 O -29.73 8.70 -9.25  S1 1.605, C48 1.478
40 O -27.67 13.79 -18.67  S3 1.682, C62 1.394
41 O -26.45 14.73 -7.73  S8 1.649, C61 1.432
42 O -36.30 16.02 -22.41  S2 1.455
43 O -27.43 19.30 -28.60  S4 1.451
44 O -18.50 20.06 -24.66  S9 1.442
45 O -27.53 16.06 -17.86  S3 1.663, C51 1.468
46 C -28.65 22.34 -28.63  O11 1.439, C58 1.543, H67 1.090, H70 1.090
47 C -24.38 13.85 -7.99  O32 1.453, C61 1.481, H76 1.090, H98 1.090
48 C -29.86 7.73 -8.15  O39 1.478, C56 1.560, H72 1.090, H96 1.090
49 C -18.54 13.46 -16.59  O14 1.421, C50 1.636, H71 1.090, H87 1.090
50 C -19.85 12.98 -17.46  O23 1.378, C49 1.636, H68 1.090, H73 1.090
51 C -27.09 15.17 -16.78  O45 1.468, C62 1.531, H80 1.090, H91 1.090
52 C -20.03 17.97 -23.07  O34 1.408, C59 1.580, H75 1.090, H89 1.090
53 C -26.01 21.84 -18.48  O33 1.403, C60 1.502, H64 1.090, H77 1.090
54 C -33.78 18.79 -22.19  O35 1.493, C55 1.481, H85 1.090, H90 1.090
55 C -33.58 18.26 -23.56  O29 1.410, C54 1.481, H97 1.090, H99 1.090
56 C -30.58 6.47 -8.73  O36 1.387, C48 1.560, H84 1.090, H95 1.090
57 C -33.65 15.77 -11.86  O24 1.429, C63 1.542, H74 1.090, H88 1.090
58 C -27.11 22.38 -28.74  O37 1.421, C46 1.543, H66 1.090, H93 1.090
59 C -21.31 18.87 -23.35  O15 1.409, C52 1.580, H65 1.090, H79 1.090
60 C -27.50 22.02 -18.58  O22 1.403, C53 1.502, H81 1.090, H92 1.090
61 C -25.60 13.72 -7.17  O41 1.432, C47 1.481, H69 1.090, H83 1.090
62 C -27.36 13.76 -17.31  O40 1.394, C51 1.531, H78 1.090, H82 1.090
63 C -34.97 15.89 -12.64  O13 1.379, C57 1.542, H86 1.090, H94 1.090
64 H -25.77 21.55 -17.46  C53 1.090
65 H -21.45 19.48 -22.46  C59 1.090
66 H -26.57 23.32 -28.74  C58 1.090
67 H -29.28 22.44 -29.52  C46 1.090
68 H -20.52 12.22 -17.06  C50 1.090
69 H -25.30 13.93 -6.14  C61 1.090
70 H -28.99 23.11 -27.94  C46 1.090
71 H -18.64 12.89 -15.67  C49 1.090
72 H -30.44 8.12 -7.32  C48 1.090
73 H -19.57 12.90 -18.51  C50 1.090
74 H -33.74 16.31 -10.92  C57 1.090
75 H -20.44 17.00 -22.77  C52 1.090
76 H -23.88 14.80 -7.78  C47 1.090
77 H -25.67 21.08 -19.19  C53 1.090
78 H -28.00 13.07 -16.76  C62 1.090
79 H -22.25 18.41 -23.65  C59 1.090
80 H -26.08 15.35 -16.42  C51 1.090
81 H -27.93 21.41 -19.37  C60 1.090
82 H -26.43 13.19 -17.35  C62 1.090
83 H -25.91 12.67 -7.14  C61 1.090
84 H -30.11 5.55 -8.38  C56 1.090
85 H -32.87 18.87 -21.60  C54 1.090
86 H -35.56 16.55 -12.02  C63 1.090
87 H -17.55 13.15 -16.93  C49 1.090
88 H -33.22 14.78 -11.73  C57 1.090
89 H -19.24 18.38 -22.44  C52 1.090
90 H -34.25 19.74 -21.96  C54 1.090
91 H -27.89 15.19 -16.04  C51 1.090
92 H -27.92 21.82 -17.59  C60 1.090
93 H -26.79 21.82 -29.62  C58 1.090
94 H -35.47 14.99 -13.01  C63 1.090
95 H -31.63 6.51 -8.47  C56 1.090
96 H -28.91 7.60 -7.64  C48 1.090
97 H -32.63 17.75 -23.76  C55 1.090
98 H -23.74 12.98 -8.19  C47 1.090
99 H -33.44 19.16 -24.17  C55 1.090

Computed properties:
Kohn-Sham gap in eV: 10.949
SMILES: O=S1(=O)OCCO1.O=S1(=O)OCCO1.O=S1(=O)OCCO1.O=S1(=O)OCCO1.O=S1(=O)OCCO1.O=S1(=O)OCCO1.O=S1(=O)OCCO1.O=S1(=O)OCCO1.O=S1(=O)OCCO1
Energy above the lowest of the compared OMol25 structures with the same formula, charge and spin in kJ/mol: 846.4

Which charges does Löwdin predict for the atoms? In e, they are: atom 1 (S): 0.667, atom 2 (S): 0.747, atom 3 (S): 0.784, atom 4 (S): 0.729, atom 5 (S): 0.804, atom 6 (S): 0.820, atom 7 (S): 0.670, atom 8 (S): 0.716, atom 9 (S): 0.713, atom 10 (O): -0.266, atom 11 (O): -0.212, atom 12 (O): -0.250, atom 13 (O): -0.221, atom 14 (O): -0.223, atom 15 (O): -0.205, atom 16 (O): -0.222, atom 17 (O): -0.272, atom 18 (O): -0.226, atom 19 (O): -0.216, atom 20 (O): -0.223, atom 21 (O): -0.240, atom 22 (O): -0.198, atom 23 (O): -0.251, atom 24 (O): -0.221, atom 25 (O): -0.260, atom 26 (O): -0.239, atom 27 (O): -0.253, atom 28 (O): -0.268, atom 29 (O): -0.194, atom 30 (O): -0.243, atom 31 (O): -0.207, atom 32 (O): -0.240, atom 33 (O): -0.181, atom 34 (O): -0.212, atom 35 (O): -0.227, atom 36 (O): -0.203, atom 37 (O): -0.226, atom 38 (O): -0.248, atom 39 (O): -0.205, atom 40 (O): -0.203, atom 41 (O): -0.200, atom 42 (O): -0.234, atom 43 (O): -0.241, atom 44 (O): -0.238, atom 45 (O): -0.228, atom 46 (C): -0.166, atom 47 (C): -0.166, atom 48 (C): -0.119, atom 49 (C): -0.159, atom 50 (C): -0.182, atom 51 (C): -0.128, atom 52 (C): -0.164, atom 53 (C): -0.207, atom 54 (C): -0.151, atom 55 (C): -0.220, atom 56 (C): -0.171, atom 57 (C): -0.162, atom 58 (C): -0.177, atom 59 (C): -0.164, atom 60 (C): -0.175, atom 61 (C): -0.190, atom 62 (C): -0.222, atom 63 (C): -0.202, atom 64 (H): 0.133, atom 65 (H): 0.127, atom 66 (H): 0.137, atom 67 (H): 0.130, atom 68 (H): 0.125, atom 69 (H): 0.136, atom 70 (H): 0.125, atom 71 (H): 0.108, atom 72 (H): 0.118, atom 73 (H): 0.126, atom 74 (H): 0.128, atom 75 (H): 0.134, atom 76 (H): 0.136, atom 77 (H): 0.135, atom 78 (H): 0.136, atom 79 (H): 0.136, atom 80 (H): 0.133, atom 81 (H): 0.136, atom 82 (H): 0.121, atom 83 (H): 0.132, atom 84 (H): 0.136, atom 85 (H): 0.131, atom 86 (H): 0.127, atom 87 (H): 0.124, atom 88 (H): 0.130, atom 89 (H): 0.134, atom 90 (H): 0.127, atom 91 (H): 0.128, atom 92 (H): 0.133, atom 93 (H): 0.116, atom 94 (H): 0.139, atom 95 (H): 0.129, atom 96 (H): 0.121, atom 97 (H): 0.135, atom 98 (H): 0.140, atom 99 (H): 0.129


Record 2
Entry from the Open Molecules 2025 dataset: a cluster of 6 separate species, C18H37BBrFO7S in total in a non-equilibrium geometry (ωB97M-V with the def2-TZVPD basis set).

Each atom is followed by the atoms it is bonded to, with distances in Å.
Positions of all 66 atoms, in Å:
1 Br 1.50 2.88 4.81  C24 1.957
2 S 1.46 4.25 0.16  F3 1.565, O9 1.409, O10 1.420, B29 1.888
3 F 1.60 5.73 0.63  S2 1.565
4 O 0.62 -4.20 -0.61  C15 1.211
5 O 1.11 0.32 1.86  C11 1.215
6 O 0.84 -4.53 -5.28  C19 1.210
7 O -3.29 6.99 -1.71  C25 1.209
8 O -1.48 -3.71 3.42  C20 1.208
9 O 2.67 3.90 -0.46  S2 1.409
10 O 0.32 4.13 -0.68  S2 1.420
11 C 1.56 -0.80 1.79  O5 1.215, C16 1.500, C22 1.508
12 C -3.76 -3.76 4.07  C20 1.510, H37 1.091, H45 1.087, H51 1.091
13 C 3.20 -4.74 -5.20  C19 1.509, H30 1.091, H36 1.091, H52 1.087
14 C -0.68 -4.15 -2.60  C15 1.504, H48 1.092, H58 1.087, H66 1.087
15 C -0.15 -4.78 -1.34  O4 1.211, C14 1.504, C28 1.509
16 C 0.68 -2.01 1.78  C11 1.500, H41 1.090, H43 1.091, H54 1.087
17 C -0.93 6.70 -1.85  C25 1.508, H35 1.090, H50 1.092, H63 1.084
18 C 0.02 5.24 4.06  C24 1.526, H32 1.085, H44 1.083, H57 1.084
19 C 1.90 -4.28 -5.80  O6 1.210, C13 1.509, C23 1.508
20 C -2.31 -3.40 4.24  O8 1.208, C12 1.510, C21 1.510
21 C -1.93 -2.63 5.48  C20 1.510, H38 1.091, H55 1.087, H56 1.091
22 C 3.05 -1.04 1.72  C11 1.508, H46 1.091, H60 1.091, H62 1.088
23 C 1.98 -3.49 -7.08  C19 1.508, H34 1.091, H49 1.091, H53 1.087
24 C -0.03 3.72 3.93  Br1 1.957, C18 1.526, C26 1.532, H65 1.079
25 C -2.27 7.23 -2.31  O7 1.209, C17 1.508, C27 1.511
26 C -0.22 3.24 2.48  C24 1.532, B29 1.548, H39 1.090, H40 1.087
27 C -2.28 8.08 -3.56  C25 1.511, H59 1.091, H61 1.087, H64 1.091
28 C -0.63 -6.18 -1.02  C15 1.509, H33 1.091, H42 1.087, H47 1.091
29 B 1.09 3.16 1.66  S2 1.888, C26 1.548, H31 1.165
30 H 3.73 -5.39 -5.90  C13 1.091
31 H 1.91 2.38 1.92  B29 1.165
32 H -0.61 5.53 4.89  C18 1.085
33 H -0.34 -6.86 -1.82  C28 1.091
34 H 2.45 -4.09 -7.86  C23 1.091
35 H -0.49 6.07 -2.62  C17 1.090
36 H 3.83 -3.88 -4.97  C13 1.091
37 H -4.09 -4.39 4.90  C12 1.091
38 H -2.47 -1.68 5.51  C21 1.091
39 H -0.59 2.22 2.53  C26 1.090
40 H -1.00 3.84 2.03  C26 1.087
41 H 0.90 -2.65 2.63  C16 1.090
42 H -0.18 -6.51 -0.09  C28 1.087
43 H 0.83 -2.57 0.85  C16 1.091
44 H 1.02 5.60 4.29  C18 1.083
45 H -3.89 -4.31 3.14  C12 1.087
46 H 3.29 -1.56 0.79  C22 1.091
47 H -1.71 -6.19 -0.92  C28 1.091
48 H -1.76 -4.08 -2.56  C14 1.092
49 H 2.56 -2.58 -6.93  C23 1.091
50 H -0.26 7.54 -1.64  C17 1.092
51 H -4.37 -2.86 4.04  C12 1.091
52 H 3.00 -5.30 -4.29  C13 1.087
53 H 0.97 -3.22 -7.41  C23 1.087
54 H -0.36 -1.71 1.83  C16 1.087
55 H -0.87 -2.43 5.48  C21 1.087
56 H -2.19 -3.20 6.37  C21 1.091
57 H -0.40 5.72 3.18  C18 1.084
58 H -0.26 -3.16 -2.71  C14 1.087
59 H -1.66 8.96 -3.42  C27 1.091
60 H 3.37 -1.64 2.57  C22 1.091
61 H -3.30 8.39 -3.78  C27 1.087
62 H 3.57 -0.09 1.73  C22 1.088
63 H -1.07 6.11 -0.95  C17 1.084
64 H -1.89 7.50 -4.40  C27 1.091
65 H -0.90 3.39 4.47  C24 1.079
66 H -0.39 -4.75 -3.46  C14 1.087

Computed properties:
Kohn-Sham gap in eV: 8.699
SMILES: C[C@H](Br)CBS(=O)(=O)F.CC(C)=O.CC(C)=O.CC(C)=O.CC(C)=O.CC(C)=O

Which charges does Löwdin predict for the atoms? In e, they are: atom 1 (Br): 0.722, atom 2 (S): 0.602, atom 3 (F): -0.156, atom 4 (O): 0.048, atom 5 (O): 0.027, atom 6 (O): 0.056, atom 7 (O): 0.067, atom 8 (O): 0.064, atom 9 (O): -0.266, atom 10 (O): -0.270, atom 11 (C): -0.467, atom 12 (C): -0.024, atom 13 (C): -0.018, atom 14 (C): -0.023, atom 15 (C): -0.487, atom 16 (C): -0.017, atom 17 (C): -0.032, atom 18 (C): -0.128, atom 19 (C): -0.490, atom 20 (C): -0.500, atom 21 (C): -0.021, atom 22 (C): -0.009, atom 23 (C): -0.021, atom 24 (C): -0.734, atom 25 (C): -0.503, atom 26 (C): -0.212, atom 27 (C): -0.029, atom 28 (C): -0.020, atom 29 (B): -0.161, atom 30 (H): 0.086, atom 31 (H): 0.035, atom 32 (H): 0.076, atom 33 (H): 0.084, atom 34 (H): 0.085, atom 35 (H): 0.089, atom 36 (H): 0.087, atom 37 (H): 0.084, atom 38 (H): 0.085, atom 39 (H): 0.111, atom 40 (H): 0.111, atom 41 (H): 0.087, atom 42 (H): 0.080, atom 43 (H): 0.060, atom 44 (H): 0.063, atom 45 (H): 0.080, atom 46 (H): 0.088, atom 47 (H): 0.084, atom 48 (H): 0.089, atom 49 (H): 0.087, atom 50 (H): 0.090, atom 51 (H): 0.085, atom 52 (H): 0.081, atom 53 (H): 0.082, atom 54 (H): 0.079, atom 55 (H): 0.080, atom 56 (H): 0.085, atom 57 (H): 0.079, atom 58 (H): 0.085, atom 59 (H): 0.082, atom 60 (H): 0.087, atom 61 (H): 0.078, atom 62 (H): 0.080, atom 63 (H): 0.058, atom 64 (H): 0.083, atom 65 (H): 0.080, atom 66 (H): 0.055